Record 1
The following is a DFT calculation (ωB97M-V/def2-TZVPD) of 12 unconnected molecules or ions with the total composition C5H36NO11S2 in a non-equilibrium geometry.

Summary:
* gap between HOMO and LUMO: 8.70 eV
* energy relative to the best compared isomer or geometry (same formula, charge and spin): 0.00 kcal/mol
* net charge: +1
* F_max: 2.41 eV/Å
* molecular weight: 350.5 g mol⁻¹

```
55
Properties=species:S:1:pos:R:3:forces:R:3:mulliken_charge:R:1
N -1.1912 -1.1722 -0.5925 -0.9 0.2 -0.2 0.3548
C -0.1106 -0.5875 0.2466 0.5 0.6 -0.3 -0.4951
C -0.4686 -0.4559 1.6817 -0.8 -0.9 1.4 -0.4984
S -1.5611 0.9555 2.1030 0.7 0.2 0.9 -0.1498
S -2.2672 1.8337 0.4701 -1.0 -0.1 -1.2 -0.1184
C -1.2106 3.0861 -0.3912 -0.4 0.3 0.7 -0.8652
C -0.1249 3.7714 0.4531 -1.2 -0.1 -0.7 0.2321
C -0.7881 4.4684 1.6829 1.9 -1.4 -0.5 -1.1208
H -1.4694 -2.1599 -0.5523 0.8 0.1 0.2 0.2788
H -2.0510 -0.6631 -0.3442 0.0 0.0 -0.1 0.2844
H -0.9912 -0.9313 -1.5839 0.1 -0.1 0.2 0.3486
H 0.8532 -1.0610 0.1095 -0.1 -0.5 -0.2 -0.1760
H -0.0221 0.4131 -0.1788 0.2 0.1 0.1 0.0150
H -0.9678 -1.3509 2.0841 -0.4 0.0 -0.6 0.4885
H 0.3551 -0.4285 2.3931 0.5 0.6 -0.6 0.5301
H -1.9300 3.8826 -0.6134 -0.3 -0.2 0.0 0.4322
H -0.9940 2.6341 -1.3571 0.8 0.0 0.1 0.4600
H 0.2750 4.5001 -0.2447 0.6 0.1 0.1 0.4347
H 0.6262 3.0598 0.7727 0.2 0.0 -0.1 -0.1885
H -0.1160 4.1100 2.4550 -0.8 0.1 0.5 0.0950
H -0.6809 5.5407 1.6743 -0.7 0.3 -0.2 0.3502
H -1.7517 4.0092 1.8338 -0.5 0.6 0.3 0.3964
H 3.3280 -0.6712 -0.9434 0.8 -0.3 -0.4 0.3442
H 4.3530 0.2966 -0.1270 0.4 -0.1 -0.6 0.3028
O 3.5669 -0.2436 -0.1105 -0.7 0.3 1.0 -0.6840
H 2.3807 1.8667 2.2655 -0.1 0.4 0.2 0.2546
H 2.6955 0.7231 1.2668 -0.2 0.1 0.0 0.2536
O 2.0465 1.4049 1.4935 0.0 -0.4 -0.2 -0.4890
H 1.2049 4.2276 3.3539 0.0 -0.2 0.6 0.3498
H 2.1948 4.6201 2.3477 0.4 -0.1 -0.2 0.3232
O 2.0392 3.9208 2.9910 0.1 0.3 0.0 -0.6243
H 2.7489 1.4627 -2.6652 -0.2 0.4 -0.3 0.3118
H 2.5109 1.3511 -1.2195 -0.2 0.1 0.8 0.3483
O 2.0935 1.7230 -2.0019 0.2 -0.6 -0.5 -0.6616
H -4.6918 -2.1088 0.8322 -0.3 0.0 -0.2 0.2835
H -3.5650 -1.6398 1.7001 0.1 0.1 0.0 0.3197
O -3.8319 -1.6886 0.7691 0.4 -0.1 0.3 -0.5995
H 1.1305 -4.5481 -0.5318 -0.1 0.0 0.0 0.2576
H 0.7293 -3.6304 -1.6944 -0.2 -0.2 -0.2 0.3168
O 1.1304 -3.6311 -0.8220 -0.1 0.0 0.7 -0.5835
H 3.8929 -2.7801 -1.7488 0.0 0.0 0.0 0.2901
H 2.5845 -2.4931 -0.9917 0.1 -0.5 -0.6 0.3833
O 3.0764 -2.2739 -1.8081 0.1 0.6 0.2 -0.6873
H -0.0303 -2.7287 -4.3318 0.3 0.0 0.8 0.2655
H -0.5878 -3.8779 -4.9594 -0.1 -0.8 0.3 0.3030
O -0.2404 -3.6425 -4.0846 -0.1 0.7 -1.1 -0.5688
H -1.7776 -4.5798 -2.2486 0.0 0.1 -0.2 0.2858
H -2.2078 -4.1579 -0.8358 -0.1 -0.2 -0.1 0.2592
O -1.6914 -3.8748 -1.6005 -0.2 0.0 0.4 -0.6034
H -0.0320 -0.2838 -3.7416 0.1 0.2 0.0 0.2392
H 0.7031 0.3969 -2.5551 0.2 0.4 -0.1 0.3458
O -0.1567 0.0628 -2.8542 -0.2 -0.4 0.1 -0.6267
H -3.2481 -1.5360 4.5417 -0.1 0.0 -0.1 0.3176
H -2.5456 -2.8471 4.2916 0.1 -0.3 0.1 0.3074
O -3.2166 -2.2734 3.9211 0.0 0.3 -0.1 -0.6232
```
Forces are in eV/Å.

Record 2
The following is a DFT calculation (ωB97M-V/def2-TZVPD) of a molecular structure, C28H37CsF4N5O5PTe.

Summary:
* gap between HOMO and LUMO: 5.49 eV
* net charge: -2
* F_max: 0.64 eV/Å
* molecular weight: 891.1 g mol⁻¹

```
82
Properties=species:S:1:pos:R:3:forces:R:3:mulliken_charge:R:1
Cs 0.0141 -0.9599 -0.1270 0.2 0.4 0.4 0.7779
O 3.2778 -4.8630 0.1707 0.0 0.0 0.0 -0.8093
C 2.4555 -3.9120 0.0875 0.3 -0.2 0.0 -0.1818
N 2.3679 -2.8209 0.8027 -0.2 0.2 -0.1 0.0963
C 3.4532 -2.6553 1.7499 0.0 -0.1 -0.2 -1.1919
C 3.0697 -1.6947 2.8395 0.0 0.0 0.0 0.6641
C 1.9537 -1.9464 3.6418 0.0 0.0 0.0 -0.3291
C 1.6176 -1.0484 4.6346 0.0 0.0 0.0 -0.2324
C 2.3913 0.0942 4.7956 0.0 0.0 0.0 -0.3630
C 3.4737 0.2665 3.9509 -0.1 0.0 0.1 -0.1908
N 3.8195 -0.6042 3.0048 0.1 0.0 0.0 -0.5706
C 1.4054 -4.0824 -0.9971 0.0 -0.2 -0.1 0.5316
C 0.6816 -5.2787 -1.0383 0.0 0.0 0.0 -0.6346
C -0.2697 -5.4594 -2.0180 0.0 -0.1 0.0 -0.4263
C -0.4571 -4.4618 -2.9680 0.0 0.0 0.0 -0.3904
C 0.3273 -3.3288 -2.8767 0.1 0.0 0.0 -0.2237
N 1.2381 -3.1359 -1.9197 0.0 0.1 0.1 -0.2992
H 4.3435 -2.2514 1.2558 0.0 0.0 0.0 0.2277
H 3.7416 -3.6272 2.1790 0.0 0.1 0.1 0.3135
H 1.3626 -2.8341 3.4547 0.0 0.0 0.0 0.4200
H 0.7505 -1.2169 5.2634 0.0 0.0 0.0 0.3312
H 2.1464 0.8423 5.5384 0.0 0.0 0.0 0.3359
H 4.0920 1.1559 4.0253 0.0 0.0 0.0 0.3863
H 0.8851 -6.0320 -0.2901 0.0 0.0 0.0 0.4210
H -0.8696 -6.3619 -2.0474 0.0 0.0 0.0 0.3831
H -1.2014 -4.5565 -3.7481 0.0 0.0 0.0 0.3771
H 0.2231 -2.5182 -3.5920 0.0 0.0 0.0 0.4032
C -2.8797 1.3226 2.1060 0.1 0.0 -0.1 -1.0406
N -1.5524 0.7585 2.2538 0.0 -0.1 0.1 0.8948
C -1.6289 -0.4863 2.9977 0.0 0.1 -0.1 -0.5940
C -0.6372 1.6782 2.9099 0.1 0.1 -0.1 -0.0949
C -0.0710 2.7835 2.0216 0.1 -0.1 0.0 -0.9656
N 0.9237 2.2365 1.1198 -0.1 -0.1 0.0 0.1613
C 2.0457 2.8848 0.9040 0.1 0.0 0.0 0.1502
C 3.0759 2.2286 0.1394 -0.1 0.0 0.0 0.3490
F 2.7919 0.9901 -0.3457 0.0 -0.1 0.0 -0.5742
C 4.3005 2.7613 -0.1363 0.1 0.1 0.0 0.3518
F 5.1885 2.0310 -0.8499 0.0 0.0 0.0 -0.3439
C 4.6746 4.0347 0.2873 0.0 0.0 -0.1 -0.8423
C 3.6997 4.7273 0.9762 0.0 0.1 0.0 0.2602
F 3.9700 6.0015 1.3760 0.0 -0.1 0.0 -0.3738
C 2.4570 4.2163 1.2680 0.0 0.0 0.0 0.2444
F 1.5770 5.0812 1.8644 0.0 0.0 0.0 -0.3856
H -2.8230 2.2738 1.5798 0.0 0.0 0.0 0.1499
H -3.5081 0.6440 1.5281 0.0 0.0 0.0 0.1808
H -3.3520 1.4982 3.0918 0.0 0.0 0.0 0.3014
H -1.9667 -0.3202 4.0385 0.0 0.0 0.0 0.2612
H -2.3310 -1.1641 2.5106 0.0 0.0 0.0 0.0220
H -0.6417 -0.9493 3.0297 0.0 0.0 0.0 -0.0070
H -1.1297 2.1323 3.7952 0.0 0.0 0.0 0.2057
H 0.2180 1.1007 3.2689 0.0 0.0 0.0 -0.2632
H -0.8879 3.2639 1.4616 0.0 0.0 0.0 0.1070
H 0.3218 3.5386 2.7056 0.0 0.1 0.0 0.4263
H 5.6455 4.4540 0.0801 0.0 0.0 0.0 0.4605
C 0.6148 3.1165 -2.3353 0.0 -0.1 -0.1 -0.4424
C 0.7031 1.8828 -3.2183 -0.1 0.1 -0.1 0.0246
O 1.9899 1.2913 -3.2261 0.1 -0.1 -0.1 -0.5505
H -0.3356 3.6280 -2.5081 0.0 0.0 0.0 0.3113
H 1.4303 3.8031 -2.5716 0.0 0.0 0.0 0.3242
H 0.6733 2.8516 -1.2774 0.0 0.0 0.0 -0.2662
H 0.5135 2.1528 -4.2615 0.0 0.0 0.0 0.3456
H -0.0645 1.1548 -2.9300 0.0 0.0 0.0 -0.0492
H 2.2500 1.0792 -2.3221 0.0 0.0 0.1 0.3272
C -4.2457 -3.4423 -3.6880 0.0 0.1 0.0 -1.0880
C -3.7853 -2.0091 -3.8827 0.0 -0.1 -0.1 0.0318
O -4.4428 -1.1201 -2.9834 0.2 0.0 0.3 -0.3931
P -3.6738 -0.7382 -1.5854 -0.3 -0.5 0.3 0.2916
O -2.2263 -0.5566 -1.8609 0.2 0.4 -0.5 -0.3580
Te -4.0832 -2.2802 0.1949 -0.2 0.2 -0.3 -0.4888
O -4.4343 0.6510 -1.2960 0.0 -0.1 0.1 -0.3395
C -4.0869 1.7663 -2.1237 0.1 0.2 -0.1 -0.4755
C -3.2052 2.7368 -1.3610 -0.1 -0.2 0.0 -0.7090
H -3.7838 -4.0892 -4.4376 0.0 0.0 0.0 0.3660
H -5.3304 -3.5111 -3.7851 0.0 0.0 0.0 0.2963
H -3.9682 -3.7884 -2.6924 0.0 0.0 0.0 0.2164
H -4.0326 -1.6555 -4.8877 0.0 0.0 0.0 0.2907
H -2.7032 -1.9343 -3.7502 0.0 0.0 0.0 0.0464
H -5.0258 2.2369 -2.4260 0.0 0.0 0.0 0.3688
H -3.5691 1.4251 -3.0231 0.0 0.0 0.0 0.3180
H -3.7293 3.1136 -0.4830 0.0 0.0 0.0 0.2848
H -2.9243 3.5775 -1.9985 0.0 0.0 0.0 0.4298
H -2.2982 2.2272 -1.0339 0.0 0.0 0.0 0.0193
```
Forces are in eV/Å.

Record 3
The following is a DFT calculation (ωB97M-V/def2-TZVPD) of a single C5H6N2O2 molecule in a non-equilibrium geometry.

Summary:
* gap between HOMO and LUMO: 9.18 eV
* energy relative to the best compared isomer or geometry (same formula, charge and spin): 129.92 kcal/mol
* F_max: 7.49 eV/Å
* molecular weight: 126.1 g mol⁻¹
* SMILES string: O=C1NN=CC=C[C@@H]1O

```
15
Properties=species:S:1:pos:R:3:forces:R:3:mulliken_charge:R:1
O -0.8583 2.7001 0.3662 1.9 -6.6 -3.0 -0.6052
C -0.5223 1.4473 -0.0160 -4.2 5.9 1.8 0.4982
N -1.2491 0.7096 -0.9827 -4.3 0.4 4.1 -0.2296
N -1.4503 -0.7275 -0.6461 1.8 -1.7 -1.9 -0.4005
C -0.4473 -1.5943 -0.7975 0.0 4.9 -0.2 -0.2249
C 0.9674 -1.1704 -0.8511 0.7 2.1 3.5 -0.2511
C 1.4068 -0.1852 0.0567 -0.2 1.9 -2.3 -0.3364
C 0.3846 0.7465 0.8781 2.9 -2.9 -2.0 -0.1392
O -0.1677 0.1675 1.9941 -0.8 -0.6 0.7 -0.5209
H -2.3457 1.0883 -0.5768 3.9 -1.1 -2.4 0.4276
H -0.5683 -2.5885 -1.0964 -1.3 -1.6 0.5 0.4187
H 1.6927 -1.8186 -1.3014 0.2 0.0 -0.6 0.3949
H 2.4416 0.4681 -0.0089 -2.2 -2.7 0.1 0.2386
H 0.9772 1.5470 1.1108 1.7 1.8 1.8 0.3151
H -0.2614 -0.7897 1.8710 -0.1 0.4 -0.1 0.4147
```
Forces are in eV/Å.

Record 4
The following is a DFT calculation (ωB97M-V/def2-TZVPD) of a molecular structure, C2H4N2OP2 in a non-equilibrium geometry.

Summary:
* gap between HOMO and LUMO (alpha / beta): 6.78 / 6.78 eV
* energy relative to the best compared isomer or geometry (same formula, charge and spin): 27.57 kcal/mol
* F_max: 4.48 eV/Å
* molecular weight: 134.0 g mol⁻¹

```
11
Properties=species:S:1:pos:R:3:forces:R:3:mulliken_charge:R:1
C 1.0121 -0.4762 -1.1940 -1.8 1.8 0.9 -0.1480
C 1.3176 -0.5088 0.2222 -3.5 1.5 -0.7 -0.1566
N -0.0621 0.1658 -1.4889 1.0 -0.5 -1.4 -0.5304
N 0.4109 -0.0141 0.9688 -0.6 1.0 1.0 -0.4362
O -0.6585 2.2729 -0.0598 2.5 -0.7 -0.4 -0.5356
P -0.8052 0.6303 -0.0676 -1.2 -0.8 -0.5 0.4632
P -2.5546 -0.7305 -0.1442 2.1 2.4 2.1 -0.0653
H 1.5700 -0.9920 -1.8678 1.6 -1.3 -2.2 0.4692
H 2.0627 -0.9882 0.6615 3.6 -2.1 1.6 0.5088
H 0.3345 2.5046 -0.3039 -2.9 -0.6 0.7 0.3879
H -2.2582 -0.5168 1.3157 -0.8 -0.7 -1.0 0.0431
```
Forces are in eV/Å.

Record 5
The following is a DFT calculation (ωB97M-V/def2-TZVPD) of 2 unconnected molecules or ions with the total composition C4H8O2 in a non-equilibrium geometry.

Summary:
* gap between HOMO and LUMO: 9.02 eV
* energy relative to the best compared isomer or geometry (same formula, charge and spin): 65.95 kcal/mol
* F_max: 3.14 eV/Å
* molecular weight: 88.1 g mol⁻¹
* SMILES string: C=C/C=C/O.O

```
14
Properties=species:S:1:pos:R:3:forces:R:3:mulliken_charge:R:1
C -2.1287 -0.1277 -0.5983 -0.5 -0.2 1.1 -0.7548
C -1.3231 0.9398 -0.6340 -0.4 -0.8 0.6 -0.0728
C -0.5169 1.6083 0.3550 1.9 0.8 1.4 -0.1010
C 0.4301 2.5225 -0.0496 -0.8 -2.0 1.6 -0.0207
O 1.4411 3.0873 0.7198 -0.4 -0.6 -0.2 -0.5020
H -2.3190 -0.5168 -1.6220 -0.7 -0.1 1.2 0.2143
H -2.5836 -0.5501 0.3803 1.1 0.4 -2.0 0.2410
H -1.1894 1.2771 -1.6138 0.7 0.7 -1.5 0.1858
H -0.4670 1.1918 1.4070 -0.3 0.7 -1.2 0.2134
H 0.4428 2.7083 -1.1203 0.5 0.7 0.3 0.2832
H 1.6634 2.6217 1.5705 -0.9 0.4 -1.4 0.3138
O 1.3345 -6.2122 0.0691 -0.1 2.9 -1.1 -0.6440
H 2.1650 -6.1394 0.5330 0.5 -0.5 0.5 0.3147
H 1.3152 -5.2501 -0.2849 -0.4 -2.4 0.6 0.3290
```
Forces are in eV/Å.

Record 6
The following is a DFT calculation (ωB97M-V/def2-TZVPD) of a single C5H7NO molecule in a non-equilibrium geometry.

Summary:
* gap between HOMO and LUMO: 9.60 eV
* energy relative to the best compared isomer or geometry (same formula, charge and spin): 120.00 kcal/mol
* F_max: 1.24 eV/Å
* molecular weight: 97.1 g mol⁻¹
* SMILES string: OCC#C[C@H]1CN1

```
14
Properties=species:S:1:pos:R:3:forces:R:3:mulliken_charge:R:1
O 2.5977 -0.6608 1.1638 0.3 0.3 0.3 -0.4749
C 2.3848 -0.1948 -0.1465 0.3 -0.4 -0.5 -0.4323
C 1.0290 -0.2921 -0.5612 0.3 -1.1 -0.4 0.0749
C -0.1283 -0.6859 -0.6351 0.1 1.0 0.3 -0.5159
C -1.0218 0.3311 -0.0543 -0.4 -0.2 -0.2 0.4692
C -2.4070 0.4258 -0.4787 -0.4 0.2 -0.2 -0.5132
N -2.0669 -0.0673 0.8665 -0.4 0.1 0.1 -0.6357
H 2.1268 -0.0752 1.7686 0.0 -0.1 0.0 0.3310
H 2.8293 0.7792 -0.3750 0.1 -0.1 0.1 0.3208
H 2.7697 -0.9469 -0.8363 1.0 0.0 0.0 0.2734
H -0.5270 1.2651 0.1499 -0.2 0.3 0.5 0.3032
H -2.7204 -0.2419 -1.2678 -0.2 -0.1 0.1 0.2824
H -2.7539 1.4496 -0.5247 -0.6 -0.2 0.1 0.2457
H -2.1121 -1.0859 0.9308 0.0 0.4 -0.2 0.2716
```
Forces are in eV/Å.